Here is a cluster of 20 separate species, C14H51F2IN4O23 in total from OMol25. Energies are from ωB97M-V/def2-TZVPD.

CARTESIAN COORDINATES (ANGSTROEM)
C 1.2106 0.4029 4.8567
C 0.0650 -0.7743 4.7635
N -1.1165 -0.2184 3.9924
C -1.4747 -1.1833 2.8569
C -2.7232 -2.2433 3.1797
O -3.4037 -2.2275 4.5079
C -3.2256 -3.3386 2.0471
I -4.8416 -4.8223 2.3861
C -2.4297 -3.2751 0.5884
C -1.1903 -2.2149 0.2672
N -0.5849 -2.2756 -1.1062
C 0.5563 -1.3167 -1.2925
O 1.2336 -1.2471 -2.5959
C 1.7735 -2.5469 -3.0219
C 1.4906 -2.6307 -4.6684
C 1.0372 -0.3101 -0.1079
N 2.2212 0.6227 -0.4391
C 2.8702 1.0512 0.8582
O 3.9745 0.3630 1.2582
F 2.3482 2.1473 1.7520
C 1.7795 1.7895 -1.2939
O 2.4171 2.9614 -1.1243
F 0.7285 1.7461 -2.3541
N 0.4627 -0.1798 1.2753
C -0.6655 -1.1653 1.3937
H 0.8957 1.4267 4.3636
H 2.1748 -0.0305 4.3034
H 1.4201 0.6037 5.9930
H 0.4385 -1.7339 4.1762
H -0.3495 -1.0869 5.8284
H -1.9450 -0.0580 4.6258
H -3.9067 -1.3439 4.5129
H -2.7367 -4.0289 -0.2523
H 2.9579 -2.6361 -2.9087
H 1.3293 -3.4779 -2.4700
H 0.3375 -2.3469 -4.7798
H 1.7594 -3.6735 -5.1257
H 2.0807 -1.7253 -5.1395
O 3.5672 -4.8671 -4.3504
H 3.6605 -5.5713 -3.6913
H 3.9978 -5.2274 -5.1402
O -6.3483 -1.6237 3.4960
H -5.6901 -2.2957 3.2632
H -7.1502 -2.1356 3.6802
O 5.0902 3.9827 1.7278
H 5.7485 3.3107 1.4951
H 4.2883 3.4708 1.9120
O 0.3608 3.4394 4.4436
H 0.3155 4.4007 4.5563
H 0.1941 3.3066 3.4983
O 1.1198 -1.8992 -7.5297
H 1.0745 -0.9379 -7.4170
H 0.9531 -2.0320 -8.4750
O -5.3938 -4.1858 -0.9152
H -6.1308 -4.5505 -0.4026
H -5.8059 -3.5002 -1.4621
O -1.6784 -2.5082 -7.8338
H -2.2455 -3.2577 -7.5982
H -0.8615 -2.6679 -7.3376
O 1.0181 -6.5101 -5.4780
H 1.8237 -6.0316 -5.2309
H 1.0549 -6.5462 -6.4456
O -6.3076 -0.1322 0.3886
H -6.0410 -0.5654 1.2134
H -7.2535 -0.3297 0.3157
O 1.8100 6.1099 3.9638
H 2.3437 5.4085 3.5613
H 2.4649 6.7523 4.2760
O -2.9255 -4.3134 6.4609
H -2.8904 -3.6298 5.7751
H -3.4306 -3.9004 7.1774
O 3.3241 8.6858 4.2941
H 3.6407 8.9442 3.4154
H 2.4042 8.9898 4.3101
O 0.6170 4.5769 -3.4935
H 1.0741 3.9913 -2.8713
H -0.0500 4.0066 -3.9045
O 7.4981 5.5824 3.2158
H 7.9553 4.9968 3.8380
H 6.8312 5.0121 2.8048
O 2.1529 2.4486 -5.2206
H 1.3744 2.5914 -4.6616
H 2.4694 3.3438 -5.4140
O -0.8544 3.9672 1.3692
H -0.1074 3.3885 1.1542
H -1.0825 4.3792 0.5224
O -3.5967 -4.3695 -8.8613
H -3.2802 -4.1112 -9.7400
H -4.5167 -4.0656 -8.8453
O -7.1323 -3.2370 1.1931
H -7.9108 -3.0942 1.7521
H -6.8157 -2.3418 0.9996
O 6.1493 9.1776 3.7295
H 6.8075 8.5056 3.4967
H 5.3474 8.6657 3.9136

Results
- Kohn-Sham gap: 6.41 eV
- E_LUMO: -2.1 eV
- E_tot: -81916.4874 eV
- HOMO energy: -8.49 eV
- M: 808.47 u



Here is a structure of composition F2O4S2 from OMol25. Energies are from ωB97M-V/def2-TZVPD.

CARTESIAN COORDINATES (ANGSTROEM)
O 0.7786 1.2364 -1.6888
O 0.8489 -0.2167 -1.6800
O 0.3060 -1.8683 0.4516
O -0.9474 0.1395 -0.0702
F -0.9080 -0.5190 2.1480
F 0.2842 1.9977 0.4607
S -0.9888 -1.3190 0.6552
S 0.6265 0.5493 -0.2765

Results
- Kohn-Sham gap: 11.35 eV
- E_LUMO: -0.3 eV
- Energy relative to the best compared isomer or geometry (same formula, charge and spin): 431.4 kJ/mol
- E_tot: -35289.8027 eV
- HOMO energy: -11.62 eV
- M: 166.13 u



Ordered F_max results: 0.20601, 0.05840; unit Eh/bohr.